No. 1
Below is a cluster of 14 separate species, C24H76N4O14 in total at a distorted geometry, with properties calculated with ωB97M-V/def2-TZVPD.

```
118
Properties=species:S:1:pos:R:3:forces:R:3
C 12.165 -8.072 21.971 -0.45 1.14 -0.56
C 10.756 -7.517 21.744 0.09 -2.27 -1.20
O 9.970 -8.584 22.260 0.97 -0.71 0.60
H 12.918 -7.339 21.932 0.91 1.57 0.01
H 12.504 -8.723 21.181 -0.49 -0.84 0.01
H 12.246 -8.461 22.965 -0.11 -0.68 0.35
H 10.516 -7.453 20.657 0.42 0.46 0.57
H 10.451 -6.642 22.260 0.39 1.23 0.40
H 9.059 -8.436 22.121 -1.63 0.21 -0.14
C 17.105 -9.850 20.821 0.98 -0.68 1.26
C 16.393 -10.291 22.155 0.83 0.49 -1.29
O 15.916 -11.607 22.245 -0.67 0.14 -1.42
H 17.318 -8.769 20.919 -0.38 -0.45 -0.38
H 16.651 -10.140 19.897 -1.05 0.31 -0.41
H 18.106 -10.328 20.683 -0.56 0.17 0.66
H 15.656 -9.533 22.461 -0.11 -0.23 -0.31
H 17.157 -10.308 22.884 1.18 0.97 1.02
H 15.743 -11.694 23.190 -0.30 -0.55 0.12
C 18.218 -12.378 25.342 0.98 -1.18 0.77
C 17.145 -13.091 24.541 1.64 1.79 -0.85
O 16.000 -12.325 24.714 -1.46 0.74 -0.58
H 18.571 -11.391 24.970 -0.57 -0.76 -0.06
H 19.075 -13.067 25.416 0.09 0.44 0.05
H 17.820 -12.269 26.351 0.23 0.26 0.17
H 16.850 -14.059 24.844 0.70 -1.48 0.35
H 17.489 -13.050 23.494 -0.73 -0.39 0.16
H 15.571 -12.671 25.488 -0.63 -0.06 0.51
C 8.608 -8.629 25.943 0.34 -1.20 0.79
C 8.281 -10.101 25.650 0.16 -0.57 0.84
O 7.860 -10.240 24.341 -0.81 -0.31 -2.19
H 9.648 -8.472 25.672 0.14 0.12 -0.12
H 8.595 -8.603 27.073 -0.40 0.91 -1.21
H 8.008 -7.918 25.334 -0.02 -0.48 1.00
H 7.474 -10.536 26.278 0.47 0.56 0.29
H 9.167 -10.753 25.756 -0.11 0.49 0.56
H 7.797 -11.185 24.119 0.17 0.76 0.27
C 12.949 -12.639 19.174 2.29 0.11 2.96
C 12.644 -12.237 20.686 0.75 -0.96 0.60
O 11.907 -13.280 21.435 0.63 0.43 -1.34
H 13.800 -12.081 18.736 -0.68 0.29 0.36
H 12.100 -12.569 18.602 -1.97 0.14 -1.52
H 13.359 -13.660 19.153 -0.51 0.11 0.18
H 12.135 -11.275 20.910 0.04 -0.49 -0.94
H 13.540 -12.197 21.305 0.61 0.25 -0.77
H 11.112 -12.800 21.624 -1.31 0.18 0.38
C 13.315 -7.094 25.130 1.25 0.76 1.00
C 11.891 -6.603 25.067 0.91 -1.29 0.28
O 11.617 -6.097 26.377 -0.91 0.40 -0.77
H 14.014 -6.351 25.604 -0.85 -0.64 -0.14
H 13.851 -7.389 24.254 -0.38 0.18 -1.21
H 13.312 -8.014 25.687 0.09 -0.20 0.74
H 11.307 -7.523 24.873 -0.33 0.68 -0.15
H 11.776 -5.885 24.270 -0.38 0.50 -0.13
H 10.727 -5.708 26.317 0.43 -0.19 0.35
C 15.131 -16.257 23.059 0.19 0.40 -0.67
C 14.616 -15.096 22.194 0.66 -1.69 -0.60
O 14.932 -15.259 20.824 -0.20 -0.24 -1.07
H 16.248 -16.309 23.092 -0.89 -0.11 -0.43
H 14.668 -17.211 22.700 0.56 0.68 0.56
H 14.842 -15.990 24.067 -0.26 -0.44 0.45
H 14.950 -14.165 22.515 1.24 1.69 0.72
H 13.582 -14.979 22.219 -2.01 -0.26 0.64
H 14.091 -15.261 20.327 0.80 0.01 0.42
C 13.329 -10.862 23.810 0.89 -0.61 1.32
C 12.031 -10.801 24.594 0.05 -0.29 1.22
O 10.869 -11.035 23.835 0.27 -2.06 0.38
H 13.315 -10.495 22.806 0.01 0.74 -0.39
H 13.606 -11.901 23.713 -0.32 -0.63 -0.37
H 14.220 -10.542 24.409 -0.99 0.52 -0.56
H 11.744 -9.870 25.092 1.16 0.19 0.44
H 12.114 -11.610 25.364 -0.35 0.86 -0.51
H 10.787 -10.277 23.289 -0.91 1.00 -1.38
C 12.513 -14.325 24.846 0.92 -1.85 -0.24
C 11.980 -14.588 26.230 -2.93 -2.76 -1.65
O 11.537 -13.458 26.905 2.80 0.94 1.39
H 12.703 -15.323 24.343 -0.20 1.08 0.55
H 13.442 -13.796 24.843 0.85 0.28 0.16
H 11.882 -13.765 24.202 -0.89 0.44 -0.36
H 12.495 -15.435 26.749 0.64 1.55 0.46
H 11.048 -15.173 26.087 0.03 0.06 -0.40
H 10.593 -13.383 26.885 -1.77 -0.25 -0.39
C 16.028 -9.058 25.275 0.53 -1.37 2.40
C 15.474 -9.187 26.733 0.84 1.44 -1.27
O 15.739 -7.889 27.208 0.50 1.18 0.87
H 16.397 -10.014 25.065 0.06 -1.67 -1.17
H 16.953 -8.518 25.331 0.24 0.93 0.12
H 15.373 -8.682 24.537 -0.66 0.37 -0.50
H 16.091 -9.855 27.376 -0.73 -0.15 -0.73
H 14.392 -9.346 26.764 0.25 -0.69 0.10
H 14.996 -7.514 27.655 -0.68 0.20 0.49
C 8.188 -11.507 21.619 7.94 -0.42 -3.45
O 9.586 -11.491 21.575 -6.83 0.15 0.58
N 7.525 -12.363 22.312 -1.46 -2.31 3.26
N 7.490 -10.960 20.630 -0.45 2.35 -2.42
H 8.063 -12.876 23.045 -1.22 1.00 -0.81
H 6.531 -12.223 22.433 0.10 -0.15 0.03
H 8.084 -10.377 19.986 -1.29 -1.05 0.89
H 6.550 -11.316 20.314 1.83 0.75 0.67
C 8.736 -13.887 25.087 0.43 0.70 7.97
O 8.957 -13.404 26.388 -1.72 -2.29 -6.29
N 7.954 -14.917 24.787 -3.50 -2.23 3.29
N 9.250 -13.425 24.031 4.39 3.57 -3.37
H 7.266 -15.147 25.581 1.67 -0.05 -2.00
H 7.933 -15.437 23.905 -0.01 0.64 0.79
H 9.930 -12.647 23.899 -0.15 0.12 0.89
H 9.233 -13.942 23.187 0.08 -0.98 -0.61
C 14.608 -12.202 27.537 0.60 -0.49 1.63
O 14.340 -13.594 27.385 -1.41 0.61 -0.38
H 14.400 -11.608 26.698 -0.48 0.57 -1.64
H 15.668 -12.056 27.766 -0.08 -0.31 0.03
H 14.038 -11.729 28.335 -0.10 -0.21 0.28
H 13.346 -13.646 27.252 1.98 0.19 0.59
C 10.853 -10.358 28.741 0.13 -0.81 -0.30
O 11.637 -10.616 27.600 0.31 0.10 -0.48
H 10.637 -11.335 29.222 0.03 0.85 0.35
H 9.926 -9.884 28.440 -0.42 0.13 0.14
H 11.439 -9.667 29.328 -0.15 0.00 0.70
H 11.524 -11.540 27.370 0.17 -0.18 -0.25
```
Positions in Å, forces in eV/Å.

As for the largest force on an atom: 8.672 eV/Å. The value obtained for the energy relative to the best compared isomer or geometry (same formula, charge and spin) is 116.4 kcal per mole. For the HOMO energy, the calculation gives -0.3391 Ha.

Atomic partial charges in e from the Löwdin method, atoms 1 to 6:
1. C -0.06
2. C -0.25
3. O -0.10
4. H 0.06
5. H 0.08
6. H 0.04



No. 2
Below is a cluster of 16 separate species, C16H64O16 in total at a distorted geometry, with properties calculated with ωB97M-V/def2-TZVPD.

```
96
Properties=species:S:1:pos:R:3:forces:R:3
C 0.958 -4.035 -2.183 0.61 -0.85 0.62
O 1.656 -2.977 -2.831 0.93 -0.53 -1.02
H 1.555 -5.033 -2.270 -1.30 1.65 0.31
H 0.882 -3.687 -1.136 -0.01 -0.79 -0.21
H -0.088 -4.142 -2.546 0.80 -0.04 -0.13
H 2.473 -3.330 -3.242 -0.93 0.34 0.37
C 0.959 2.992 3.422 -0.12 -1.75 0.68
O 1.197 3.073 2.044 -0.37 0.74 -0.65
H 0.616 3.868 3.936 -0.35 0.92 -0.24
H 0.230 2.175 3.613 0.22 0.40 0.09
H 1.885 2.712 3.930 0.07 -0.09 -0.26
H 0.399 3.439 1.587 0.49 -0.23 0.17
C -1.241 4.498 -0.770 -1.54 -0.09 -0.08
O -1.159 3.912 0.535 1.73 0.75 0.34
H -1.900 5.426 -0.762 1.27 -0.74 0.06
H -0.256 4.620 -1.282 -0.66 0.12 0.98
H -1.808 3.787 -1.360 -0.03 -0.11 -0.58
H -1.955 3.438 0.793 -0.64 0.06 -0.66
C 1.183 -0.188 -2.583 -0.99 0.17 0.64
O 0.684 1.180 -2.336 1.45 -0.87 -1.03
H 1.098 -0.940 -1.743 -0.49 1.19 -0.67
H 0.754 -0.618 -3.500 -0.19 0.20 0.46
H 2.239 -0.134 -2.749 0.67 0.45 -0.13
H -0.074 1.221 -1.760 -0.77 -0.70 0.49
C 1.507 -2.852 2.554 0.65 -0.56 0.33
O 1.424 -2.224 1.296 -1.10 0.03 0.38
H 2.170 -3.768 2.500 -0.46 1.08 0.26
H 1.866 -2.114 3.332 -0.48 -1.01 -0.56
H 0.506 -3.228 2.717 -0.14 0.04 0.79
H 2.282 -2.271 0.924 1.52 0.47 -1.19
C -4.131 -1.697 -2.369 0.91 0.86 -1.31
O -3.231 -1.459 -1.266 -0.81 -0.22 -0.20
H -3.551 -2.189 -3.214 -0.96 0.24 1.01
H -5.079 -2.199 -2.131 0.58 -0.30 0.25
H -4.435 -0.702 -2.774 0.39 -0.57 0.44
H -2.859 -2.297 -0.959 0.11 -0.01 -0.12
C -3.679 2.065 1.998 -1.64 -1.53 -1.43
O -3.697 2.569 0.644 0.57 -0.20 0.34
H -4.442 1.253 2.120 0.82 0.20 -0.27
H -2.737 1.747 2.396 0.81 -0.25 -0.19
H -4.072 2.810 2.619 -0.30 1.52 0.71
H -3.381 1.922 -0.024 -0.03 0.09 0.92
C 0.732 3.234 -5.406 1.34 0.16 -0.88
O -0.254 2.412 -4.869 0.00 -0.49 1.46
H 1.693 3.050 -4.940 0.33 -0.30 0.11
H 0.867 3.081 -6.486 -0.26 -0.44 0.24
H 0.611 4.300 -5.330 -0.82 0.63 0.48
H -0.009 2.164 -3.932 -0.10 0.08 -1.10
C 0.310 -0.089 5.172 -0.12 0.12 1.93
O -0.778 -0.466 4.391 -0.52 -0.22 -0.89
H 0.414 -0.770 6.023 0.02 0.08 0.17
H 1.250 -0.122 4.686 0.63 -0.17 -1.19
H 0.213 0.927 5.557 -0.10 0.12 0.11
H -1.536 -0.586 4.973 0.11 0.04 -0.12
C 4.951 -0.282 3.578 -0.52 -1.03 0.05
O 4.331 0.908 3.175 -0.24 0.09 -0.18
H 5.646 -0.676 2.830 -0.12 -0.04 -0.10
H 5.520 -0.091 4.464 0.32 0.25 0.59
H 4.201 -1.073 3.838 0.53 0.42 -0.26
H 3.876 0.713 2.346 0.10 0.34 -0.15
C -3.128 -6.046 0.096 0.28 -0.91 0.13
O -4.047 -5.026 -0.274 0.15 1.34 0.50
H -2.825 -6.568 -0.842 -0.37 0.49 0.61
H -2.158 -5.807 0.627 -1.15 0.55 -0.48
H -3.683 -6.765 0.712 0.36 -0.14 0.00
H -4.334 -4.426 0.461 0.74 -1.21 -0.77
C -0.513 0.488 0.522 -0.38 0.32 0.05
O -1.469 0.686 -0.545 0.27 0.03 0.35
H 0.463 0.142 0.178 -0.18 -0.34 -0.25
H -0.309 1.470 0.955 -0.30 -0.14 0.06
H -0.918 -0.193 1.278 0.34 0.36 -0.13
H -1.969 -0.132 -0.732 0.23 0.01 -0.09
C 4.565 -1.422 -1.007 0.19 0.76 -2.71
O 3.671 -1.275 0.057 0.39 -0.26 0.02
H 4.055 -1.325 -2.043 0.41 -0.04 1.53
H 5.421 -0.672 -1.078 -0.97 -0.89 0.67
H 4.939 -2.432 -1.012 0.40 -0.28 0.29
H 3.399 -0.356 0.063 -0.38 0.77 0.26
C 3.688 2.689 0.140 -1.69 1.47 -0.44
O 3.085 1.473 0.557 -0.24 -0.73 0.36
H 4.741 2.759 0.357 0.27 -0.16 0.46
H 3.556 2.930 -0.938 0.02 -0.88 0.34
H 3.075 3.481 0.611 0.94 -0.03 0.08
H 2.365 1.673 1.205 0.52 0.31 -0.83
C -1.968 -2.294 1.560 1.95 0.65 -0.72
O -1.175 -2.717 0.431 0.38 0.28 0.05
H -2.481 -1.354 1.363 -0.14 0.07 -0.12
H -2.691 -3.047 1.711 -0.81 -0.95 0.55
H -1.294 -2.133 2.410 -0.55 -0.17 0.16
H -0.209 -2.488 0.548 -1.22 -0.09 0.16
C -3.347 2.623 -3.866 -0.39 -1.13 1.46
O -2.897 2.485 -5.158 1.54 -0.79 -0.90
H -3.389 3.647 -3.583 0.01 1.23 0.42
H -4.398 2.258 -3.803 0.69 -0.07 0.13
H -2.698 2.107 -3.074 -0.84 0.31 -0.99
H -1.908 2.305 -5.128 -1.35 0.56 -0.20
```
Positions in Å, forces in eV/Å.

As for the largest force on an atom: 2.820 eV/Å. The value obtained for the energy relative to the best compared isomer or geometry (same formula, charge and spin) is 142.0 kcal per mole. For the HOMO energy, the calculation gives -0.3318 Ha.

Atomic partial charges in e from the Löwdin method, atoms 1 to 6:
1. C -0.14
2. O -0.17
3. H 0.11
4. H 0.06
5. H 0.08
6. H 0.09



no.,orbital gap (eV)
1,9.15
2,9.36